Record 1
Computed, not measured: 5 unconnected molecules or ions with the total composition C39H66F3N3O16S in a non-equilibrium geometry, with ωB97M-V/def2-TZVPD.

Values from the calculation:
Calculated total energy in a.u.: -3591.60905
Molar mass in g/mol: 922.02
Strongest force on any atom in eV/Å: 1.512
Structure (SMILES): CCCCCCCC[C@]1(CCC)[C@@H](N=C=O)OC(=O)[C@]1(CCSc1nnco1)CCC(F)(F)F.CCOC(=O)OC.CCOC(=O)OC.CCOC(=O)OC.CCOC(=O)OC

Atoms and positions in Å:
1 C -7.443019 0.637034 -0.912937
2 C -7.699927 -0.855889 -0.665998
3 C -7.910764 -1.157378 0.810052
4 C -7.918311 -2.653815 1.128277
5 C -6.514835 -3.251066 1.323131
6 C -6.081886 -3.369528 2.795184
7 C -4.550673 -3.334370 3.033148
8 C -4.025548 -2.289026 4.038990
9 C -3.741645 -0.829908 3.623034
10 C -3.450575 -0.084934 4.963032
11 C -4.640997 0.614382 5.643626
12 C -4.576279 0.461919 7.169106
13 C -4.932601 -0.297717 2.800374
14 N -5.024113 1.191667 2.772852
15 C -6.061444 1.728219 3.116687
16 O -7.051277 2.268670 3.412091
17 O -4.687410 -0.701467 1.471098
18 C -3.382733 -1.061278 1.314396
19 O -3.012979 -1.620026 0.331914
20 C -2.608090 -0.654831 2.554552
21 C -2.072615 0.787084 2.403262
22 C -2.367822 1.584864 1.124942
23 S -1.268661 1.181639 -0.265857
24 C -2.295407 1.239742 -1.648237
25 N -1.990373 1.809539 -2.763773
26 N -3.042830 1.612967 -3.629938
27 C -3.922532 0.964720 -2.961637
28 O -3.545550 0.675620 -1.716914
29 C -1.499843 -1.727410 2.762430
30 C -0.183816 -1.537542 1.982438
31 C 0.988545 -1.298671 2.895663
32 F 1.139046 -2.238326 3.833681
33 F 0.903726 -0.111836 3.535217
34 F 2.136183 -1.258139 2.195664
35 H -8.377539 1.200741 -0.922219
36 H -6.819414 1.056600 -0.121301
37 H -6.958136 0.815031 -1.872380
38 H -6.871467 -1.430647 -1.086179
39 H -8.605179 -1.125774 -1.214194
40 H -8.880486 -0.736802 1.098111
41 H -7.169262 -0.622790 1.405158
42 H -8.368542 -3.162355 0.270593
43 H -8.558773 -2.891450 1.979717
44 H -5.776262 -2.727116 0.718509
45 H -6.555245 -4.269807 0.928395
46 H -6.594692 -2.635341 3.423775
47 H -6.449519 -4.335326 3.145107
48 H -4.300240 -4.297182 3.484267
49 H -4.026330 -3.327111 2.077510
50 H -3.145413 -2.698479 4.532632
51 H -4.784445 -2.222339 4.827105
52 H -3.136039 -0.857814 5.666561
53 H -2.599032 0.583371 4.870382
54 H -4.654108 1.677286 5.416201
55 H -5.576057 0.142101 5.332877
56 H -4.414495 -0.584669 7.436873
57 H -5.512087 0.763079 7.637159
58 H -3.747294 1.037239 7.581521
59 H -5.897451 -0.676849 3.123473
60 H -0.995866 0.816885 2.559650
61 H -2.489804 1.405485 3.193486
62 H -2.144998 2.624731 1.366911
63 H -3.416184 1.576805 0.834104
64 H -4.887073 0.685329 -3.349238
65 H -1.258713 -1.731604 3.827612
66 H -1.889943 -2.706519 2.504144
67 H 0.058917 -2.453483 1.447010
68 H -0.201368 -0.700362 1.292205
69 C 4.487169 0.902879 1.588778
70 C 3.735749 1.654241 2.664774
71 O 4.606638 2.510227 3.430847
72 C 4.942955 3.647107 2.833367
73 O 4.555514 4.016040 1.753495
74 O 5.778330 4.309676 3.633639
75 C 6.281770 5.532348 3.094865
76 H 5.321046 0.351224 2.025555
77 H 3.826776 0.199632 1.086148
78 H 4.891427 1.585561 0.841567
79 H 3.311939 0.965010 3.390123
80 H 2.920517 2.244482 2.246512
81 H 5.470452 6.174458 2.757934
82 H 6.963421 5.328628 2.270322
83 H 6.823414 6.016395 3.901728
84 C 3.751789 3.539812 -5.021352
85 C 5.263951 3.523420 -4.980609
86 O 5.782229 4.504859 -4.065530
87 C 5.726286 4.183297 -2.775820
88 O 5.343590 3.134363 -2.319856
89 O 6.167241 5.218714 -2.067395
90 C 6.093669 5.029432 -0.646917
91 H 3.388577 4.543682 -5.243889
92 H 3.390202 2.856788 -5.789622
93 H 3.331328 3.233762 -4.064398
94 H 5.678051 3.800780 -5.947890
95 H 5.644978 2.536676 -4.723169
96 H 6.583570 4.103815 -0.353320
97 H 5.061100 5.018967 -0.317917
98 H 6.610373 5.876634 -0.204046
99 C 11.231074 -2.104624 -4.915306
100 C 10.208564 -1.539373 -5.876984
101 O 8.972220 -1.222714 -5.220372
102 C 8.972704 -0.086070 -4.522510
103 O 9.892017 0.685955 -4.429763
104 O 7.776687 0.054372 -3.958434
105 C 7.640190 1.214443 -3.125730
106 H 10.818192 -2.963031 -4.384137
107 H 12.121330 -2.422332 -5.458172
108 H 11.524615 -1.359866 -4.177139
109 H 9.942967 -2.279178 -6.629826
110 H 10.587790 -0.656376 -6.390557
111 H 7.928502 2.113483 -3.667662
112 H 8.258035 1.108160 -2.234588
113 H 6.598735 1.273012 -2.840716
114 C 1.029318 -5.200513 -4.966143
115 C 0.052053 -4.351522 -5.749826
116 O -1.103186 -4.005683 -4.971122
117 C -0.919593 -3.019487 -4.090966
118 O 0.099523 -2.401282 -3.925001
119 O -2.060914 -2.831639 -3.434492
120 C -1.997869 -1.823634 -2.414989
121 H 0.528361 -6.082061 -4.563952
122 H 1.846428 -5.524248 -5.610840
123 H 1.449539 -4.640281 -4.132296
124 H -0.340360 -4.907222 -6.599510
125 H 0.523930 -3.445251 -6.128070
126 H -1.613587 -0.893471 -2.826016
127 H -1.362872 -2.164622 -1.600846
128 H -2.998849 -1.683628 -2.037047

Forces on the atoms, in the same order (eV/Å):
-0.15 -0.07 0.08
0.14 0.57 -0.16
-0.61 -0.07 0.22
0.34 -0.07 -0.47
-0.40 -0.50 0.10
0.19 0.12 -0.21
-0.19 -0.36 0.28
-0.52 -0.21 -0.35
0.27 0.86 0.31
-0.27 -0.30 -0.08
0.22 -0.35 0.59
0.09 -0.18 -0.20
0.19 1.05 0.14
-0.24 -0.37 0.33
-0.51 0.11 -0.19
0.65 -0.10 -0.05
-0.21 -0.30 -0.08
-0.20 0.47 0.14
0.13 -0.12 -0.14
0.34 -1.45 -0.25
-0.15 0.36 -0.08
-0.07 0.43 0.15
0.27 -0.41 0.16
-0.74 0.43 -0.61
0.60 0.18 0.22
-0.01 -0.03 -0.11
-0.20 0.18 -0.82
0.18 -0.03 0.98
0.33 0.71 0.14
-0.07 -0.26 0.46
0.12 0.23 -0.43
-0.08 -0.22 0.23
-0.12 0.12 0.25
0.12 -0.07 -0.08
-0.01 0.01 0.08
0.14 0.02 -0.08
0.03 0.00 -0.01
0.03 -0.14 0.15
0.08 -0.28 -0.05
0.04 0.09 0.02
0.10 -0.07 0.00
-0.15 0.04 0.04
0.08 0.07 0.12
-0.03 0.17 0.05
0.21 0.00 -0.07
0.05 0.15 -0.08
-0.08 0.06 0.15
0.18 0.00 -0.07
0.03 0.12 -0.02
0.12 0.15 -0.05
0.02 0.03 0.06
0.21 -0.03 -0.07
-0.04 0.14 0.03
-0.24 0.00 -0.25
-0.07 0.18 -0.21
0.01 -0.01 0.01
0.06 0.22 0.05
-0.05 0.04 0.10
0.06 -0.31 -0.10
0.03 -0.14 0.09
-0.04 -0.03 0.03
-0.05 0.02 -0.02
0.03 -0.30 -0.11
-0.08 -0.20 0.34
-0.05 -0.11 0.04
-0.14 -0.02 0.13
-0.03 0.12 -0.25
-0.06 -0.13 -0.26
0.28 0.16 -0.04
-0.22 -0.26 -0.13
0.00 0.01 0.03
-0.07 -0.17 0.02
0.06 0.17 0.09
0.01 0.01 0.03
0.04 0.12 0.03
-0.06 -0.07 0.03
-0.03 -0.01 0.02
-0.08 0.02 -0.02
0.09 0.05 0.11
0.08 0.09 -0.03
-0.01 -0.04 -0.05
-0.04 0.00 -0.05
0.00 -0.06 0.04
-0.04 0.11 0.17
-0.12 -0.16 -0.23
0.06 0.03 -0.03
-0.09 0.05 0.01
-0.05 0.04 0.00
0.08 -0.01 0.02
0.07 0.13 0.02
0.01 -0.01 -0.08
0.01 0.00 -0.02
0.03 -0.06 -0.01
0.06 0.10 0.05
0.00 0.01 0.12
-0.06 -0.05 -0.02
-0.04 -0.11 0.00
0.01 0.04 -0.10
-0.07 0.05 0.18
0.23 -0.10 -0.18
-0.04 -0.02 0.01
-0.05 0.00 -0.05
0.05 0.02 0.03
-0.01 0.01 0.02
0.03 -0.04 0.08
0.02 -0.05 -0.06
-0.01 -0.01 -0.02
0.02 0.04 -0.05
-0.11 0.00 0.04
-0.02 0.06 0.09
0.06 -0.01 0.00
0.07 0.04 -0.05
-0.07 -0.09 -0.04
-0.06 0.02 0.19
0.21 -0.10 -0.21
-0.04 0.00 0.02
-0.04 0.00 -0.05
0.05 0.01 0.04
-0.09 0.03 0.01
0.16 -0.14 -0.08
0.01 -0.04 -0.07
-0.01 0.00 -0.02
0.03 0.04 -0.04
-0.11 0.01 0.04
-0.01 0.05 0.10
0.12 -0.04 -0.08
0.07 0.08 0.00
-0.13 -0.20 -0.09

=====

Record 2
Computed, not measured: a molecular structure, C20H56B4Mg2O10S5 in a non-equilibrium geometry, with ωB97M-V/def2-TZVPD.

Values from the calculation:
Calculated total energy in a.u.: -4037.93956
Energy above the lowest of the compared OMol25 structures with the same formula, charge and spin in kcal/mol: 211.3
Molar mass in g/mol: 708.85
Strongest force on any atom in eV/Å: 5.304

Atoms and positions in Å:
1 Mg 2.622700 16.133660 -8.080110
2 Mg 6.955140 17.579190 -11.299700
3 B 3.056770 14.602690 -5.650220
4 H 2.088020 14.661070 -6.121780
5 H 3.458010 15.603410 -5.692730
6 H 3.053760 14.249940 -4.630510
7 H 3.732310 13.944780 -6.174660
8 B 0.731790 14.967770 -10.025730
9 H 0.473700 15.012860 -8.979020
10 H 0.569210 15.913240 -10.519590
11 H 1.785710 14.736960 -10.010900
12 H 0.088550 14.254640 -10.517590
13 B 4.736460 17.292300 -9.490990
14 H 4.684830 17.176260 -10.562490
15 H 5.693350 17.719980 -9.234670
16 H 3.866710 17.843160 -9.167980
17 H 4.729820 16.265440 -9.159740
18 B 7.392070 17.021720 -13.962740
19 H 7.738450 17.951060 -13.537810
20 H 8.146560 16.255590 -13.872980
21 H 6.501130 16.688120 -13.453640
22 H 7.097130 17.120640 -14.995920
23 C 2.187690 22.129500 -9.709290
24 C 1.544420 21.522970 -11.017530
25 C 2.352720 21.739540 -12.337120
26 S 4.090250 21.902560 -11.687610
27 O 4.856640 22.995710 -12.251780
28 O 4.630220 20.538910 -11.674300
29 C 3.661240 22.121050 -9.815750
30 H 1.897730 21.742240 -8.732530
31 H 1.962820 23.195550 -9.676320
32 H 0.532940 21.894150 -11.182590
33 H 1.309410 20.485840 -10.778320
34 H 2.137600 22.675580 -12.852530
35 H 2.328000 20.828350 -12.934800
36 H 4.154710 23.007740 -9.417810
37 H 4.258300 21.373490 -9.293480
38 C -1.179550 18.286910 -3.220860
39 C -1.129270 16.855400 -3.735240
40 C -1.795440 16.895560 -5.152140
41 S -0.933010 18.247140 -5.877690
42 O -1.648130 19.152090 -6.753010
43 O 0.403680 17.773730 -6.358930
44 C -0.671400 19.258050 -4.308580
45 H -0.628890 18.525170 -2.310860
46 H -2.227290 18.562750 -3.101500
47 H -1.671160 16.220610 -3.034170
48 H -0.094230 16.519630 -3.798860
49 H -2.867840 17.060730 -5.048370
50 H -1.661620 15.981000 -5.729880
51 H -1.295230 20.139650 -4.455960
52 H 0.411740 19.378260 -4.329770
53 C 11.868200 16.298400 -7.960900
54 C 12.352740 17.489390 -7.042240
55 C 11.576240 18.718030 -7.649350
56 S 11.367220 18.454940 -9.464890
57 O 12.243480 19.314470 -10.234190
58 O 9.911660 18.407340 -9.680810
59 C 11.996900 16.738180 -9.353160
60 H 10.810320 16.159620 -7.737880
61 H 12.265540 15.304300 -7.755990
62 H 13.439170 17.552140 -7.104230
63 H 11.917340 17.298200 -6.061440
64 H 12.107100 19.648590 -7.448490
65 H 10.618660 18.788190 -7.133390
66 H 13.083470 16.813860 -9.394970
67 H 11.750530 16.161270 -10.244550
68 C 5.873740 11.088430 -10.500610
69 C 6.753510 10.572100 -9.485160
70 C 7.672890 11.816010 -9.062560
71 S 8.184810 12.683960 -10.620480
72 O 9.566170 12.318880 -10.965910
73 O 7.859070 14.127050 -10.489450
74 C 6.786080 11.753260 -11.521400
75 H 5.154280 11.820990 -10.134780
76 H 5.320720 10.252940 -10.929820
77 H 7.416080 9.846550 -9.957050
78 H 6.115830 10.180450 -8.692640
79 H 8.536620 11.587360 -8.438230
80 H 7.025850 12.533850 -8.558450
81 H 7.236060 11.029880 -12.201360
82 H 6.327500 12.482440 -12.189310
83 C 6.403450 20.518180 -2.150370
84 C 5.898060 19.226740 -1.639220
85 C 5.744520 18.076710 -2.713870
86 S 6.261530 18.720200 -4.339580
87 O 5.015550 19.099680 -4.983880
88 O 7.170930 17.721540 -4.899210
89 C 7.086050 20.231870 -3.618970
90 H 7.106640 21.081450 -1.536900
91 H 5.558930 21.195390 -2.277970
92 H 4.875090 19.383120 -1.296890
93 H 6.608180 19.111980 -0.820270
94 H 4.758880 17.642260 -2.880790
95 H 6.516770 17.350230 -2.460950
96 H 7.190660 20.916010 -4.461050
97 H 8.063650 19.836830 -3.342670

Forces on the atoms, in the same order (eV/Å):
-0.47 -1.52 0.12
-1.00 -0.66 -1.57
0.18 0.07 -1.11
-4.45 -0.16 -2.02
2.07 4.69 -0.10
-0.51 -0.89 3.83
2.51 -2.54 -2.41
0.39 1.06 0.28
-1.53 0.47 4.80
-0.48 3.89 -1.73
4.98 -1.29 -0.43
-1.91 -3.05 -1.56
0.09 -0.38 -0.20
-0.45 -0.38 -4.68
4.03 2.01 1.62
-3.30 2.63 1.29
0.02 -4.24 1.65
0.69 -0.56 1.10
1.76 4.54 1.93
2.87 -2.75 0.58
-4.28 -1.66 2.67
-1.25 0.94 -3.50
-0.44 1.19 -0.91
-0.85 -0.27 0.71
0.96 0.08 2.11
-0.01 -1.20 1.74
-0.71 -0.61 0.23
0.12 0.71 -0.55
2.35 0.29 -1.13
-0.52 -0.50 -0.44
-0.55 0.05 -0.01
0.07 0.50 0.17
0.65 -0.36 -0.55
-0.20 -0.26 -0.05
0.14 0.39 -0.23
-0.31 0.54 -0.54
-0.53 -0.80 -0.47
-0.08 1.48 -0.43
-0.01 0.11 -0.13
0.09 -0.99 1.09
2.85 2.28 -0.69
-0.44 -1.04 -0.10
-2.13 0.20 0.84
-0.21 -2.24 -1.24
-0.19 -0.56 0.19
-0.09 -0.11 0.48
0.01 -0.22 -0.29
-0.05 -0.20 -0.15
0.06 0.46 -0.18
0.28 0.17 -0.08
0.49 0.04 0.12
-0.14 0.46 0.23
-2.04 -0.20 1.82
-1.55 -0.78 -1.78
1.05 -0.10 0.64
-0.26 -0.70 1.62
-0.87 -0.60 0.32
0.90 0.10 -0.52
1.95 0.95 -1.62
-0.31 0.00 0.21
0.63 0.27 -0.09
-0.12 0.32 0.36
0.73 0.16 0.18
0.01 0.05 -0.40
-0.21 -0.10 -0.55
0.31 0.66 -0.84
-0.71 -0.18 0.43
-0.91 1.29 -2.10
2.38 0.94 1.76
-0.75 -0.51 -0.02
-0.67 -0.41 1.31
-1.92 0.28 -0.04
0.27 -1.79 -0.46
0.68 0.95 -1.52
-0.05 -0.06 0.20
-0.14 0.24 -0.41
-0.10 -0.48 0.45
0.78 -0.19 0.44
-0.01 -0.01 -0.23
0.13 0.11 0.11
0.37 -0.12 0.27
-0.15 0.15 0.25
-0.17 2.12 -4.40
-1.10 -1.02 0.20
1.96 0.82 0.54
-0.77 -0.67 2.24
0.94 0.20 -0.51
-0.49 1.59 -0.17
-0.05 -1.34 1.04
0.18 -0.51 0.03
0.07 0.19 -0.30
0.30 0.03 0.70
-0.55 -1.64 0.22
0.12 0.10 0.39
-0.44 -0.47 -0.25
-0.27 0.52 0.57
0.28 0.06 -0.39